[1]
{"formula": "C4H4ClFO", "method": "wB97M-V/def2-TZVPD", "symbols": ["O", "C", "C", "C", "C", "F", "Cl", "H", "H", "H", "H"], "positions_angstrom": [[-2.0054, 1.7315, -0.5633], [-1.3330, 1.0285, 0.0841], [-0.1590, 0.2005, -0.4152], [0.1741, -1.1917, 0.0340], [1.0973, -0.1034, 0.3598], [1.2888, 0.5950, 1.5269], [2.6114, -0.0036, -0.5066], [-1.4854, 0.7770, 1.1497], [-0.0444, 0.2879, -1.4858], [-0.5765, -1.5546, 0.6741], [0.4323, -1.7672, -0.8579]], "forces_ev_per_angstrom": [[-1.3, 1.6, -1.4], [2.5, -3.1, 2.0], [-0.1, 1.5, -1.8], [-0.4, -0.2, -0.4], [0.3, 2.0, -0.5], [-0.8, -1.2, 0.1], [0.1, -0.3, -0.2], [-0.6, 0.5, 0.4], [0.2, 0.5, -0.1], [-0.3, -0.9, 1.2], [0.1, -0.3, 0.8]], "lumo_ev": 0.7, "homo_lumo_gap_ha": 0.401, "smiles": "O=C[C@@H]1C[C@@]1(F)Cl", "relative_energy_kj_mol": 94.86, "total_energy_ha": -790.0456}

[2]
{"formula": "C4H4ClNOS", "method": "wB97M-V/def2-TZVPD", "symbols": ["O", "C", "C", "C", "Cl", "N", "C", "S", "H", "H", "H", "H"], "positions_angstrom": [[-0.1337, -0.6417, 2.3166], [-0.2165, -0.0607, 1.0718], [-1.3611, 0.2329, 0.1542], [-0.8652, 0.3080, -1.1139], [-1.9369, 0.7737, -2.4285], [0.5875, 0.2728, -1.0865], [0.9633, -0.1235, 0.2228], [2.4165, -0.7841, 0.4715], [-1.1471, -0.8154, 2.6319], [-2.4434, 0.3978, 0.4309], [1.0091, 0.5632, -2.0196], [3.1277, -0.1230, -0.6512]], "forces_ev_per_angstrom": [[-4.4, 0.0, 0.9], [1.8, -0.6, -3.6], [0.3, -0.6, 1.8], [1.1, 1.1, 1.0], [1.3, -0.1, 0.3], [-3.9, -0.1, -1.7], [-5.7, 2.9, -1.0], [5.2, -0.7, -0.8], [3.8, 0.6, -1.0], [1.6, -0.4, -0.3], [0.2, -0.9, 2.4], [-1.2, -1.1, 2.1]], "lumo_ev": 0.5, "homo_lumo_gap_ha": 0.287, "smiles": "Oc1cc(Cl)[nH]c1S", "relative_energy_kj_mol": 208.56, "total_energy_ha": -1143.1078}

[3]
{"formula": "C4H4CuO", "method": "wB97M-V/def2-TZVPD", "symbols": ["H", "C", "C", "C", "C", "O", "Cu", "H", "H", "H"], "positions_angstrom": [[-1.8467, -0.5689, 0.1291], [-1.4243, -0.8518, -0.9058], [-0.1772, -0.0675, -0.9363], [0.3831, 0.3439, 0.2201], [1.1574, 0.6057, 1.1798], [1.9038, 0.7694, 2.1021], [3.3245, 1.6900, 2.6801], [-1.2453, -1.9311, -0.9160], [-2.0941, -0.5077, -1.7098], [0.0188, 0.5181, -1.8432]], "forces_ev_per_angstrom": [[-0.2, -0.9, -1.7], [-1.3, 0.4, 1.9], [0.1, 1.0, -0.8], [0.7, -0.1, -0.6], [-0.4, -0.3, -0.3], [-0.6, -0.4, 0.3], [1.3, 0.8, 0.6], [-0.2, 0.1, -0.2], [0.2, -0.5, 0.4], [0.4, -0.2, 0.3]], "total_charge": 1, "multiplicity": 3, "lumo_ev": [-5.7, -7.0], "homo_lumo_gap_ha": [0.212, 0.280], "relative_energy_kj_mol": 0.00, "total_energy_ha": -1870.0770}

[4]
{"formula": "C4H4CuO2", "method": "wB97M-V/def2-TZVPD", "symbols": ["H", "O", "C", "C", "C", "C", "O", "Cu", "H", "H", "H"], "positions_angstrom": [[-1.4137, 2.4153, 0.8795], [-1.7911, 2.4105, -0.0297], [-1.0204, 1.6626, -0.8333], [-0.5971, 0.4452, -0.5566], [-0.2075, -0.8125, -0.4126], [0.9177, -1.1033, 0.4550], [1.3356, -2.2483, 0.6329], [2.6417, -3.0918, 1.4621], [-0.5564, 2.2195, -1.6515], [-0.7159, -1.6516, -0.8968], [1.4071, -0.2457, 0.9510]], "forces_ev_per_angstrom": [[-0.9, -0.5, -0.1], [1.4, 0.4, -0.1], [0.1, 2.6, 0.0], [-0.3, -1.8, 0.3], [1.8, -0.9, 1.4], [-2.0, 3.0, -0.8], [-0.2, -2.1, -0.5], [1.2, -0.8, 0.7], [-1.1, 0.0, -0.6], [0.2, 0.3, -0.1], [-0.2, -0.3, -0.2]], "total_charge": 1, "multiplicity": 3, "lumo_ev": [-4.7, -7.4], "homo_lumo_gap_ha": [0.219, 0.241], "relative_energy_kj_mol": 0.00, "total_energy_ha": -1945.3015}

[5]
{"formula": "C4H4CuO5", "method": "wB97M-V/def2-TZVPD", "symbols": ["O", "C", "C", "O", "C", "H", "H", "H", "H", "O", "O", "O", "C", "Cu"], "positions_angstrom": [[1.1261, -1.9112, 0.3903], [0.9784, -0.6068, 0.8499], [1.7932, -1.9479, -0.8429], [1.6355, 0.3717, 0.0228], [1.5268, -0.5407, -1.3885], [1.3696, -2.7468, -1.4621], [2.8689, -2.1217, -0.6781], [0.7133, -0.4508, -2.1228], [2.3768, -0.2257, -2.0138], [-0.3678, -0.4313, 0.5741], [-2.6978, -0.0673, -0.1366], [-1.2789, 1.5271, -0.7600], [-1.5816, 0.4739, -0.1132], [0.4143, 2.1814, 0.0236]], "forces_ev_per_angstrom": [[1.4, -1.0, 0.7], [-0.8, 2.4, 1.4], [-0.4, 1.5, -0.4], [0.2, -2.7, -2.6], [2.2, 0.5, -1.4], [0.0, 0.2, 0.0], [-0.1, 0.0, -0.2], [-0.6, 0.2, 1.2], [0.1, 0.3, 0.6], [-5.5, 1.4, -0.4], [3.1, 0.7, 1.2], [1.1, 0.3, 1.2], [-1.0, -2.4, -1.2], [0.2, -1.3, -0.2]], "total_charge": -1, "lumo_ev": [2.5, 2.5], "homo_lumo_gap_ha": [0.168, 0.168], "relative_energy_kj_mol": 580.80, "total_energy_ha": -2171.3614}

[6]
{"formula": "C4H4EuO", "method": "wB97M-V/def2-TZVPD", "symbols": ["H", "C", "C", "C", "C", "O", "Eu", "H", "H", "H"], "positions_angstrom": [[-0.3228, 2.0675, -0.1301], [-1.1200, 1.4786, -0.6606], [-0.5360, 0.1449, -0.8762], [0.3107, -0.4239, 0.0002], [0.9730, -1.0576, 0.8510], [1.5782, -1.6627, 1.7005], [3.0356, -3.6721, 2.6812], [-2.0201, 1.4515, -0.0400], [-1.2968, 1.9518, -1.6400], [-0.6019, -0.2780, -1.8860]], "forces_ev_per_angstrom": [[-1.0, -0.3, -0.2], [1.0, 0.9, -0.1], [1.1, 0.1, -0.3], [-0.1, -0.7, 0.4], [-1.0, 0.8, -1.1], [1.4, -1.6, 1.1], [-0.9, 1.2, -0.6], [0.0, 0.0, -0.1], [-0.3, -0.2, 0.5], [-0.3, -0.2, 0.4]], "total_charge": 2, "multiplicity": 8, "lumo_ev": [-10.0, -9.7], "homo_lumo_gap_ha": [0.218, 0.227], "relative_energy_kj_mol": 0.00, "total_energy_ha": -939.6541}